Here is a structure of composition C40H32N3P2Se2SnTe from the Open Molecules 2025 dataset. Energies are from the ωB97M-V functional and the def2-TZVPD basis.

```
! RIJCOSX wB97M-V def2-TZVPD def2/J DEFGRID3
* xyz 3 1
H 3.001 -2.720 -0.863
H -2.572 -1.703 4.381
H 1.076 3.144 -2.479
C -2.138 3.927 -0.556
H -1.761 -4.857 -1.858
Se -3.697 0.428 -0.852
C -1.324 -2.905 -1.114
H 3.820 -4.915 -1.612
C -1.618 4.895 -1.411
H 0.922 -4.609 2.400
C 3.436 2.055 1.132
Sn 0.167 0.004 -0.613
C 4.806 -2.481 2.925
C -3.396 -3.473 -2.115
H -1.443 -1.472 2.181
C 2.017 -5.909 1.083
C 3.920 2.916 2.119
C 1.301 1.387 3.019
H 1.125 -2.997 6.138
C 5.240 -2.914 5.219
N -0.341 2.458 -1.142
H -0.022 5.365 -2.781
C 0.162 3.397 -1.952
H -4.822 -1.861 -2.167
C 5.235 2.699 -0.341
C -0.394 2.537 4.295
C 0.568 -2.650 5.273
C 2.625 -0.672 1.579
H 5.462 4.313 2.642
H -0.325 -3.153 -0.781
H 3.676 1.339 -0.895
H -2.119 5.848 -1.523
H 1.649 0.744 6.326
C 3.205 -4.842 -0.724
Se -2.090 1.267 0.617
H 5.000 -0.922 4.437
C 1.208 -2.516 4.051
H 2.703 0.206 4.162
C -3.828 -2.181 -1.879
C 0.118 1.976 5.459
C 5.006 -1.983 4.206
P 1.289 -1.904 1.338
C 5.099 -4.674 3.744
H 2.264 -2.757 3.958
Te 4.618 -0.905 1.535
H 5.735 2.641 -1.301
C 0.194 2.242 3.076
C 5.076 3.647 1.876
H -0.173 2.710 2.169
H 3.401 3.014 3.067
H -1.280 -2.447 6.351
C -0.881 -1.786 3.053
C -0.454 4.627 -2.115
N 5.279 -4.233 4.998
C 0.478 -2.083 2.938
H -3.033 4.105 0.024
H 3.175 -6.965 -0.384
H 5.404 -2.580 6.239
C 4.084 1.966 -0.109
C -2.960 -1.307 -1.247
P 1.982 1.033 1.385
H -1.247 3.204 4.341
C -0.787 -2.344 5.389
H 5.156 -5.748 3.596
H 6.633 4.110 0.473
C -1.512 -1.918 4.284
H 4.747 -4.242 1.668
C 1.571 -4.669 1.533
C 1.966 -3.510 0.867
C -2.122 -3.849 -1.708
H 1.713 -6.810 1.604
C 2.759 -3.604 -0.287
H -0.349 2.195 6.413
C 1.829 0.847 4.193
H -4.051 -4.184 -2.600
N -1.729 -1.638 -0.892
C 4.861 -3.834 2.662
C 1.237 1.150 5.410
C 5.733 3.533 0.656
C 2.836 -5.995 -0.033
C -1.456 2.734 -0.475
*
```

Its energy is -7674.68085 a.u. Its energy relative to the best compared isomer or geometry (same formula, charge and spin) is 9.6 kJ/mol. Its strongest force on any atom is 0.74 eV/Å.

Here is an isolated molecule of C4H9NO3 from the Open Molecules 2025 dataset. Energies are from the ωB97M-V functional and the def2-TZVPD basis.

```
! RIJCOSX wB97M-V def2-TZVPD def2/J DEFGRID3
* xyz 0 1
H -0.131 -0.074 2.349
C -0.377 -0.092 0.214
O 2.279 -1.823 -0.927
H -1.741 1.824 1.580
H -2.563 0.761 -0.149
H 3.260 -2.015 -0.671
C -1.566 0.508 -0.654
N 0.792 -0.111 -0.628
O -1.645 0.731 -1.814
H 0.428 1.563 1.527
O -1.619 0.977 1.848
H 0.919 0.397 -1.469
H -0.444 -1.218 0.376
H 2.847 -0.190 0.189
C 1.912 -0.740 0.027
C -0.277 0.640 1.556
H 1.606 -1.246 0.955
*
```

Its energy is -438.18403 a.u. Its energy relative to the best compared isomer or geometry (same formula, charge and spin) is 380.8 kJ/mol. Its strongest force on any atom is 4.20 eV/Å.

Here is a structure of composition C13H43AgN12O11 from the Open Molecules 2025 dataset. Energies are from the ωB97M-V functional and the def2-TZVPD basis.

```
! RIJCOSX wB97M-V def2-TZVPD def2/J DEFGRID3
* xyz 1 2
O 4.199 -5.255 -2.962
N -2.027 -3.381 10.560
H 4.073 -0.069 -4.922
H -3.238 8.455 3.360
O -6.269 3.702 1.399
Ag 1.187 -2.993 -5.334
H -7.829 -4.371 -3.963
N 3.539 -5.685 -0.810
N 5.184 -6.706 -1.692
N 4.364 5.201 1.621
C -2.111 -2.785 9.417
H -6.182 2.334 -1.414
N -6.017 2.937 -0.621
O 6.442 6.163 1.601
H 3.793 -6.349 -0.093
H -1.218 5.064 3.837
C -6.656 2.932 0.504
H 0.896 -0.720 0.646
C -1.981 6.915 3.513
C -1.209 -2.208 1.143
C -0.936 -1.214 0.025
H 5.308 -7.202 -0.820
N 4.581 7.308 2.268
H -1.432 -1.746 2.104
H 3.757 -2.357 -8.955
H 3.578 7.337 2.383
H 5.980 -6.611 -2.307
C 5.217 6.213 1.813
N -7.606 2.138 0.585
H 7.003 -2.114 1.432
C 4.263 -5.842 -1.907
H 3.377 5.344 1.784
O -8.398 -0.776 -4.248
N 6.359 -1.396 1.129
N -3.140 7.461 3.207
H 5.016 -0.525 -8.853
H 2.631 -5.266 -0.956
O 3.714 -0.248 -5.794
O -2.628 -1.711 9.226
H 5.085 8.178 2.362
H -6.138 -3.158 -4.050
N 7.955 -0.076 0.818
H 4.670 4.319 1.237
H -7.987 -2.120 -5.588
H -8.926 -1.341 -3.679
H 5.057 0.945 -6.824
H -3.938 6.969 2.831
H 5.399 -1.685 1.005
H 8.407 0.739 0.427
H -5.503 3.798 -0.743
H 3.287 -0.009 -8.546
H -1.520 -4.539 8.669
H 0.207 0.686 -0.294
H -1.913 -0.740 -0.069
H 5.493 -0.813 -6.668
C -7.005 -2.576 -3.739
H -2.937 5.153 3.273
N -1.759 -3.584 8.443
C 4.697 -0.084 -6.814
H -2.104 -2.801 0.955
H 8.312 -0.447 1.686
O -8.015 -3.550 -3.501
C -7.463 -1.575 -4.803
H -8.016 1.815 -0.280
H -0.437 -2.976 1.189
O 6.014 0.308 -0.253
C 6.749 -0.338 0.518
O -0.969 7.494 3.794
H -0.245 0.309 1.342
H -1.729 -3.186 7.516
H -6.677 -2.031 -2.854
H -7.992 1.965 1.502
O -0.630 -1.863 -1.121
H -1.754 -4.353 10.535
H -2.414 -2.871 11.341
C 0.009 -0.144 0.384
C 4.160 -0.549 -8.179
H -6.685 -0.924 -5.203
O 3.738 -1.872 -8.126
N -2.068 5.553 3.598
*
```

Its energy is -2152.47947 a.u. Its expectation value of S² is 0.754. Its strongest force on any atom is 7.53 eV/Å.

Here is a structure of composition C24H23ClCoF4N2O2PS2 from the Open Molecules 2025 dataset. Energies are from the ωB97M-V functional and the def2-TZVPD basis.

```
! RIJCOSX wB97M-V def2-TZVPD def2/J DEFGRID3
* xyz -1 2
H 3.084 0.109 -6.216
F -0.459 1.135 5.369
N -1.714 -1.873 1.314
C -0.839 3.303 0.878
C 2.970 0.081 -5.139
H 4.129 1.585 -2.334
C 2.086 -0.817 -4.561
C 3.002 1.980 4.698
H -3.780 -1.497 1.016
C -0.830 -0.925 -2.685
H -3.940 -1.072 -4.013
H 4.394 1.650 -4.793
C -1.277 -0.693 3.443
C 1.934 -0.848 -3.178
F 2.364 -0.013 1.728
H -2.692 -0.905 -0.270
C -3.065 -0.656 -3.527
C -1.754 -1.974 2.779
Cl -2.580 3.122 0.549
H 3.789 2.571 5.139
C -0.800 0.419 -2.325
C 1.755 1.875 5.279
H -2.765 -2.234 3.126
C 0.899 0.411 3.521
H -1.069 -2.772 3.071
Co 0.169 -0.746 0.960
H -0.720 3.388 1.957
C 3.704 0.948 -4.340
H 0.085 0.842 -1.867
H -1.796 -3.130 -0.365
N 0.027 -0.394 2.895
H -0.497 4.217 0.405
C -3.039 0.683 -3.162
S 0.513 -3.650 -3.454
F 4.379 1.394 2.886
C -1.909 1.217 -2.557
H -2.755 -3.693 1.024
C 3.184 1.319 3.493
H 2.568 -0.022 -1.301
C -1.962 -1.463 -3.285
S 1.107 -2.239 -0.499
C 2.175 0.592 2.925
C 0.008 2.109 0.382
P 0.666 -1.962 -2.464
H -2.766 -0.047 1.261
C -2.805 -1.034 0.807
O -0.576 0.981 0.427
H -1.990 0.120 3.255
H -1.888 2.260 -2.266
F 1.518 2.533 6.429
C 0.733 1.132 4.726
H -3.898 1.314 -3.352
H -1.958 -2.506 -3.576
C 3.563 0.908 -2.961
C 2.681 0.008 -2.378
O 1.159 2.351 0.030
H 1.515 -1.504 -5.173
C -1.816 -3.207 0.721
H -1.252 -0.857 4.523
H -0.972 -3.821 1.027
*
```

Its energy is -4568.65178 a.u. Its expectation value of S² is 0.762. Its energy relative to the best compared isomer or geometry (same formula, charge and spin) is 59.5 kJ/mol. Its strongest force on any atom is 1.57 eV/Å.

Here is an isolated molecule of C3H5N3 from the Open Molecules 2025 dataset. Energies are from the ωB97M-V functional and the def2-TZVPD basis.

```
! RIJCOSX wB97M-V def2-TZVPD def2/J DEFGRID3
* xyz 0 3
H 0.694 -1.548 -2.148
N 1.170 -1.622 -1.232
H -1.398 -0.368 -0.466
N -1.811 0.461 -0.030
H 0.533 1.840 1.781
C 0.280 1.135 1.028
H 1.509 -2.528 -0.958
C 0.883 -0.666 -0.345
H -1.776 1.858 1.257
N 1.008 0.293 0.375
C -1.091 1.146 0.739
*
```

Its energy is -281.38368 a.u. Its expectation value of S² is 2.030. Its energy relative to the best compared isomer or geometry (same formula, charge and spin) is 45.4 kJ/mol. Its strongest force on any atom is 6.06 eV/Å.

Here is a structure of composition C41H37Cl3N10ReS from the Open Molecules 2025 dataset. Energies are from the ωB97M-V functional and the def2-TZVPD basis.

```
! RIJCOSX wB97M-V def2-TZVPD def2/J DEFGRID3
* xyz 2 4
N 4.465 -1.436 0.381
N 0.620 2.453 0.607
H -4.361 4.094 -1.376
C 0.167 0.064 -4.298
H 1.159 2.831 -3.162
H 2.336 -1.906 -5.976
C 0.245 4.983 -1.966
C -3.611 -0.820 0.679
H 0.605 -2.509 -2.130
H -3.482 -6.309 -0.140
C -2.146 1.552 -1.585
N 0.065 -2.414 0.232
C 8.054 -1.112 0.934
C 6.032 -2.992 1.351
C 5.746 -1.754 0.756
C 0.038 -0.678 -3.111
C -0.852 -3.495 0.194
C 1.364 2.760 -2.094
N -1.545 0.757 -2.483
H 1.040 0.187 -6.234
C 1.532 0.586 3.662
N 1.285 -2.771 0.343
H 0.476 5.123 -3.012
C -0.680 -4.516 -0.743
N -1.754 1.448 -0.291
C 8.336 -2.340 1.527
H 1.087 1.766 -1.738
H 4.309 -0.484 0.022
C -0.352 4.661 0.765
H 9.349 -2.573 1.818
H -2.036 2.104 1.628
H -1.720 4.822 2.378
H -0.370 0.995 -4.376
H 8.848 -0.401 0.770
C 7.325 -3.273 1.734
H -3.664 3.865 1.006
C -2.880 -4.554 0.936
H 0.193 -4.513 -1.380
H 1.301 -1.228 4.888
H -3.722 -4.584 1.609
C 2.254 -1.880 0.208
H -0.080 5.463 4.098
H -0.671 6.914 -1.749
C -2.332 2.247 0.599
H 3.094 2.866 -0.802
H 2.252 1.182 4.186
H -1.232 6.588 0.619
H -0.419 -1.941 2.984
S 1.854 -0.237 -0.379
N 0.053 -0.093 2.059
C 0.968 -0.385 -5.323
C 0.906 0.933 2.438
C -2.743 -5.529 -0.041
Cl -5.271 1.029 1.419
N -0.765 -0.175 -2.079
C -3.644 3.345 -1.080
C 1.698 -1.559 -5.178
C -3.254 3.216 0.251
H 1.711 2.872 2.300
C -4.959 -0.710 1.125
H 6.532 0.136 0.086
C 0.744 -1.882 -2.996
C -0.712 5.808 0.084
Re -0.569 -0.457 -0.016
N -2.500 -0.888 0.374
C 1.074 2.156 1.777
H -0.002 6.564 2.724
C -1.632 -5.510 -0.870
H 2.138 -3.222 -3.901
H 3.171 3.951 -2.192
H -0.516 3.555 2.608
H -2.047 -2.811 1.851
C 1.040 -0.646 4.026
C 0.178 5.543 3.046
C 0.138 -1.021 3.018
H 3.436 2.218 -2.405
H 5.230 -3.696 1.500
Cl -5.128 -1.635 2.652
C 0.592 3.799 -1.350
C 2.864 2.963 -1.859
H -3.380 2.519 -3.050
Cl -6.084 -1.329 -0.121
C 1.581 -2.302 -4.012
C -0.408 5.988 -1.260
H -1.499 -6.273 -1.620
H 1.238 5.330 2.932
H 7.559 -4.221 2.194
C -0.670 4.565 2.227
C -3.098 2.492 -2.011
N 3.476 -2.250 0.490
C -1.946 -3.542 1.060
C 0.326 3.628 0.044
C 6.764 -0.811 0.551
*
```

Its energy is -3988.56178 a.u. Its expectation value of S² is 4.051. Its energy relative to the best compared isomer or geometry (same formula, charge and spin) is 153.3 kJ/mol. Its strongest force on any atom is 2.84 eV/Å.

Here is a structure of composition C7H28HfN17O16 from the Open Molecules 2025 dataset. Energies are from the ωB97M-V functional and the def2-TZVPD basis.

```
! RIJCOSX wB97M-V def2-TZVPD def2/J DEFGRID3
* xyz 1 1
O -1.179 -1.584 -0.658
C -3.561 0.662 0.419
O 2.688 3.924 -0.585
C -1.890 -2.489 -0.590
H 5.246 -0.897 -1.557
O 2.397 0.079 -0.685
O -0.509 -0.891 1.961
H -0.613 4.194 -1.778
N 2.694 1.190 3.672
H 1.810 1.418 4.104
H -1.048 -3.462 3.723
H -0.628 -4.037 -0.339
N 1.494 3.748 -0.367
C -0.982 -1.681 2.783
N -4.319 0.432 -0.587
C -1.826 2.471 -2.060
O 1.732 -4.086 0.775
N -3.183 -2.390 -0.344
H -2.344 -4.494 -0.511
O -2.390 0.353 0.628
O 2.089 -3.030 -1.114
O 0.660 4.674 -0.490
H -4.110 1.176 2.281
O 1.845 0.363 1.792
O 1.082 2.566 -0.057
H 3.945 -1.932 -1.141
N 1.737 -3.057 0.029
H -3.635 -3.257 -0.090
O -0.625 1.759 2.069
N -1.611 -3.810 -0.383
H 0.044 -0.812 -5.321
H -4.094 0.096 -1.512
O 0.124 3.451 2.929
N 4.393 1.146 -1.042
C 3.536 0.159 -1.055
N -1.420 3.742 -2.184
H 3.496 1.509 4.197
C 0.719 -0.770 -3.337
H -2.170 -0.358 3.782
O 0.498 -0.347 -2.166
O 1.211 -1.997 0.342
H -0.108 -3.419 2.235
H -3.160 2.785 -3.461
N -0.337 2.385 3.072
O -0.211 1.735 4.088
Hf 0.146 0.326 0.104
C 2.782 0.463 2.542
H -3.111 1.119 -2.853
N 4.279 -0.989 -1.281
N -2.821 2.086 -2.816
N -0.639 -2.950 2.955
H -5.380 1.147 1.205
N -0.169 -0.675 -4.343
H -3.744 -1.551 -0.367
H -2.126 -1.792 4.567
N 3.989 0.117 2.267
H 4.156 -0.568 1.543
N -1.846 -1.313 3.723
N -4.376 1.135 1.308
H 4.688 0.519 2.874
H 4.224 2.121 -0.842
H -5.252 0.819 -0.552
H 5.338 0.797 -1.118
O -1.209 1.719 -1.311
N 1.823 -1.147 -3.834
H -1.105 -0.345 -4.155
H 1.989 -1.327 -4.814
H 2.647 -1.127 -3.251
H -1.768 4.200 -3.015
*
```

Its energy is -2465.96622 a.u. Its energy relative to the best compared isomer or geometry (same formula, charge and spin) is 0.0 kJ/mol. Its strongest force on any atom is 7.54 eV/Å.

Here is a cluster of 3 separate species, H6O3 in total from the Open Molecules 2025 dataset. Energies are from the ωB97M-V functional and the def2-TZVPD basis.

```
! RIJCOSX wB97M-V def2-TZVPD def2/J DEFGRID3
* xyz 0 1
H -2.349 1.139 -3.507
H -2.206 0.976 -2.009
O -2.860 1.037 -2.704
O -0.337 0.443 -0.154
O 2.586 -1.200 2.808
H 1.906 -1.866 2.907
H 3.148 -1.532 2.108
H 0.195 -0.242 0.252
H -0.083 1.246 0.301
*
```

Its energy is -229.30600 a.u. Its energy relative to the best compared isomer or geometry (same formula, charge and spin) is 50.1 kJ/mol. Its strongest force on any atom is 0.42 eV/Å.

Here is an isolated molecule of C18H17N3O3 from the Open Molecules 2025 dataset. Energies are from the ωB97M-V functional and the def2-TZVPD basis.

```
! RIJCOSX wB97M-V def2-TZVPD def2/J DEFGRID3
* xyz 0 1
C 0.937 3.368 2.040
C 2.074 2.585 2.174
O -2.802 -0.765 0.329
O 1.153 -2.982 -3.812
H 3.428 2.605 3.837
H 4.165 3.026 2.291
H 3.124 4.187 3.122
O 2.863 -0.304 -0.933
H -1.238 -2.727 -4.887
C -0.186 2.892 1.386
H -6.002 -0.178 0.183
C 1.449 -2.238 -1.190
H -1.070 3.506 1.305
H -3.889 0.024 1.894
C 3.267 3.133 2.897
C -2.221 -2.006 -3.138
H 3.976 0.498 1.016
N 0.954 -0.427 0.315
C 1.846 -0.865 -0.604
C 0.981 0.848 0.927
C 3.274 0.393 1.842
C -3.942 -0.335 0.885
C -0.162 1.633 0.823
H 0.926 4.364 2.460
C -4.980 -0.445 0.010
H -1.020 1.249 0.291
C -3.093 -1.164 -0.931
C -4.434 -0.983 -1.175
C -1.161 -2.449 -3.847
N -0.847 -1.780 -1.211
H 1.379 -2.960 -0.371
C 0.155 -2.578 -3.250
N 0.191 -2.195 -1.906
H 3.789 0.623 2.771
C -2.025 -1.664 -1.766
H 2.214 -2.553 -1.904
C 2.096 1.292 1.639
H 2.956 -0.648 1.868
H -3.198 -1.906 -3.581
H -4.964 -1.206 -2.077
H 0.038 -0.870 0.277
*
```

Its energy is -1086.10123 a.u. Its energy relative to the best compared isomer or geometry (same formula, charge and spin) is 249.5 kJ/mol. Its strongest force on any atom is 1.20 eV/Å.

Here is a cluster of 3 separate species, C3H12O4 in total from the Open Molecules 2025 dataset. Energies are from the ωB97M-V functional and the def2-TZVPD basis.

```
! RIJCOSX wB97M-V def2-TZVPD def2/J DEFGRID3
* xyz 0 1
C 1.064 0.993 0.716
O -0.639 0.291 -3.038
H -0.352 0.223 2.196
H -0.952 0.852 -3.766
H 1.543 -0.766 -0.461
H -3.092 -1.855 0.346
H 2.710 -0.513 2.067
O 2.236 -0.998 1.398
O -3.657 -2.292 -0.284
O -1.413 1.122 0.828
H -3.187 -2.752 -0.975
H -1.332 2.074 0.828
H 2.994 0.143 -0.163
H 0.274 0.618 -3.022
H 0.812 1.719 -0.062
H -0.407 -0.590 0.528
C -0.249 0.305 1.115
C 2.030 -0.125 0.277
H 1.617 1.553 1.474
*
```

Its energy is -422.40901 a.u. Its energy relative to the best compared isomer or geometry (same formula, charge and spin) is 137.7 kJ/mol. Its strongest force on any atom is 2.90 eV/Å.

Question: energy of number 10 (C3H12O4)?
Answer: -422.40901 a.u.